[1]
The following is a quantum chemistry calculation of a structure of composition C5H8O2, from the Open Molecules 2025 dataset.

Geometry as ORCA input:
```
! wB97M-V def2-TZVPD RIJCOSX def2/J DEFGRID3
* xyz 0 1
C -1.91846 -0.22964 -0.15429
H 1.56238 0.13114 -2.03649
H 2.25342 -1.17775 -0.04070
C -0.73545 0.61205 0.21467
H 0.64452 -1.77830 0.61386
C 1.10937 0.37591 1.00833
H -0.91513 1.68469 0.05743
O -0.20109 0.46579 1.55919
H -2.14147 -0.01109 -1.20362
C 0.60500 0.23887 -0.38512
O 1.09534 0.81478 -1.54164
H 1.85988 1.11394 1.23147
H -1.66246 -1.28827 -0.06462
H -2.80342 -0.01991 0.44708
C 1.24756 -0.93223 0.29445
*
```

max |F|	0.79	eV/Å
gap between HOMO and LUMO	9.82	eV
ΔE to the lowest compared entry with this formula, charge and spin	62.0	kcal/mol
HOMO	-9.01	eV

[2]
The following is a quantum chemistry calculation of the molecule C4H7NO, from the Open Molecules 2025 dataset.

Geometry as ORCA input:
```
! wB97M-V def2-TZVPD RIJCOSX def2/J DEFGRID3
* xyz 0 1
C -0.07681 0.91117 0.94456
H -1.75376 0.18965 -0.77581
H -0.82269 1.67711 1.18790
H -0.81600 -1.14407 1.58271
C 1.00136 0.12747 -0.90776
O 0.50381 1.30087 -0.29397
H 1.98284 -0.15888 -0.48770
C -0.61499 -0.49913 0.73476
H 1.12979 0.32283 -1.97667
H 0.29373 -1.99427 -0.67745
C 0.01431 -0.95738 -0.52277
N -1.42346 -0.71052 -0.44881
H 0.67876 0.87631 1.74403
*
```

max |F|	0.63	eV/Å
SMILES	C1OC[C@H]2N[C@@H]12
gap between HOMO and LUMO	10.63	eV
ΔE to the lowest compared entry with this formula, charge and spin	48.8	kcal/mol
HOMO	-9.55	eV

[3]
The following is a quantum chemistry calculation of a cluster of 3 separate species, C18H34NO7P in total in a non-equilibrium geometry, from the Open Molecules 2025 dataset.

Geometry as ORCA input:
```
! wB97M-V def2-TZVPD RIJCOSX def2/J DEFGRID3
* xyz 0 1
C 4.14916 3.16217 -0.56149
H 4.39126 5.06132 0.52839
O -2.14395 0.86435 -1.71748
H 2.17959 2.04276 2.01562
H -0.53674 -0.40074 -1.74968
H -3.79007 -5.86265 0.85022
C 0.75516 0.39514 1.67054
H 3.49920 0.06312 2.53142
H -3.99713 2.58083 -3.92918
H 6.12995 1.56459 2.20537
C 3.58268 4.28278 0.41064
C 1.14852 1.66983 2.24632
H 3.34255 3.93289 1.44449
C 2.31961 0.46833 -0.04621
H 5.06760 3.59119 -1.05251
H -2.80591 -0.78738 -3.63189
C -1.78119 -5.24083 1.24546
H -1.48204 -6.25395 1.53346
C -1.25123 0.59832 2.72815
H 4.83315 2.75300 2.49822
H -2.74804 -5.89366 -0.58062
H -2.03131 -3.75730 -1.46187
H -4.37027 1.00557 -3.21467
O -0.67025 -4.65277 0.58222
H -3.27097 2.55032 -1.60254
H -1.85791 2.69697 -2.65954
H -0.06508 -3.21882 1.94590
H 5.00983 -0.07361 3.49077
H -0.64161 0.66861 -3.16068
C -2.93575 -0.33901 -4.62074
C 0.30152 2.50832 3.09090
C -2.66545 2.02595 -2.34900
C -0.79109 0.60809 -2.07920
H 2.68390 4.81871 0.01014
C 4.30490 0.66356 3.01848
C -3.55325 1.66365 -3.52873
O -2.80158 1.07226 -4.58251
C -2.98910 -5.33078 0.32684
C -3.09977 -3.60797 -1.28986
H -3.31888 -2.54264 -1.37390
H -3.67446 -4.14634 -2.05166
C -0.48367 -3.28949 0.93686
N -0.45381 -0.13631 1.91852
H -1.77977 2.38516 4.00122
H -1.41866 -2.72658 0.89238
H 3.41779 3.01303 -1.40504
H 0.60978 3.48933 3.50429
H 0.22209 -2.84646 0.23393
H -2.02671 -4.69130 2.16039
H -3.92109 -0.60871 -5.01555
H -2.17055 -0.73765 -5.28735
P 4.67424 1.55886 0.24347
O -3.49154 -4.03815 0.00445
O 1.63069 -0.35370 0.87360
C 5.02181 1.72245 2.07670
O 3.67024 0.22433 -0.15218
O 1.67402 1.24468 -0.68613
H 3.80858 1.24778 3.84606
C -1.02605 1.89025 3.34406
H -0.13601 1.31436 -1.57872
H -2.24693 0.13393 2.95944
*
```

max |F|	4.22	eV/Å
SMILES	CCP(CC)OC(=O)Oc1ccccn1.COCCOC.COCCOC
gap between HOMO and LUMO	8.59	eV
HOMO	-8.14	eV

[4]
The following is a quantum chemistry calculation of the molecule C8H10BrFSi in a non-equilibrium geometry, from the Open Molecules 2025 dataset.

Geometry as ORCA input:
```
! wB97M-V def2-TZVPD RIJCOSX def2/J DEFGRID3
* xyz 0 1
C -1.63248 -2.38495 -0.97444
H 2.82653 0.81060 -0.21830
H -1.65704 1.04704 -1.47814
F -0.34489 2.78046 -0.23808
H 0.58410 -1.21082 1.26772
Br -0.10798 -4.06430 0.59778
H -1.87457 -3.31384 -1.46842
H -2.81734 -0.93057 -2.21113
C -1.40304 0.06088 -1.07858
C -2.13802 -1.11682 -1.40670
C 2.01920 1.32188 -0.75319
C -0.74070 -2.40055 0.07946
H 1.67297 0.65775 -1.52933
Si 0.48426 1.55073 0.32495
C -0.15918 -1.23711 0.49322
C -0.53615 0.02304 -0.07543
H 2.34227 2.22293 -1.21761
C 0.82004 1.54939 2.22764
H 1.41450 2.43266 2.52601
H -0.14370 1.52121 2.66411
H 1.39123 0.68038 2.46844
*
```

max |F|	3.84	eV/Å
SMILES	C[Si](C)(F)c1cccc(Br)c1
gap between HOMO and LUMO	10.02	eV
ΔE to the lowest compared entry with this formula, charge and spin	14.3	kcal/mol
HOMO	-9.25	eV

[5]
The following is a quantum chemistry calculation of a structure of composition C34H39FMgN5SbSi in a non-equilibrium geometry, from the Open Molecules 2025 dataset.

Geometry as ORCA input:
```
! wB97M-V def2-TZVPD RIJCOSX def2/J DEFGRID3
* xyz 0 1
C -1.03836 -4.57188 2.14738
H -3.34792 0.79150 -1.12224
H -4.53243 -2.03237 -2.70054
C -1.49946 -1.66363 -1.13806
H -2.95923 1.08402 -4.00740
H 0.68606 4.17585 1.16732
C -2.40468 1.81668 3.58602
H -1.51026 -1.38049 1.03156
H 4.36939 1.77419 0.09489
C 1.24252 -4.41457 1.10234
C -1.87013 -2.73672 3.41665
H -2.66164 -2.24499 3.96874
N 1.96861 0.70053 2.08158
H 2.57762 -1.01774 4.90460
H 5.31405 0.85179 2.19461
C 3.55758 -1.38310 -0.56247
C -1.26500 -2.40626 -3.46429
H -2.02735 4.09442 -3.45621
C 1.74026 0.01279 3.21823
C 4.31380 0.57677 2.50112
C -1.11856 3.16486 1.58976
C -2.99484 1.82041 -1.10336
H 4.20688 -0.88643 -3.16990
H -0.72014 4.88290 0.36221
C 3.22764 1.03126 1.75909
H 3.68042 -2.39918 -0.94101
C 2.78237 -0.45862 4.00051
H -1.49654 0.12131 -3.89779
C -1.25831 1.31961 2.98455
H -3.80932 2.47452 -1.42415
C 0.15121 -3.86582 1.97087
C 0.94171 0.82055 -1.99850
C -2.89197 -1.67796 -1.34946
C -1.87600 1.14334 -3.87060
C -2.63678 -2.38642 -3.61382
C -3.45805 -2.02659 -2.56667
H -1.59296 4.49291 -1.80158
F -3.18811 -2.73574 -4.80961
Sb -0.21781 -0.23314 4.10847
N -0.68386 1.94691 1.94437
H 2.87887 0.51004 -4.76925
H 1.58699 -5.38606 1.45955
H 2.08328 -3.72482 1.08044
C -0.90300 -1.38852 0.13895
C 1.38055 0.98217 -3.34209
C -1.34343 3.84262 -2.64125
H -1.15396 -5.54254 1.68384
C -2.06008 -4.00201 2.87864
H 4.91992 -0.58502 4.19830
C -2.27604 3.70642 2.14041
C -0.64585 -2.12164 3.21281
N 0.35942 -2.68300 2.54708
C 3.29592 -0.39481 -2.85896
H -2.84869 1.30468 4.43030
N 1.69513 0.04534 -1.15642
H 4.55590 -0.99298 -0.35299
H -3.86765 3.39174 3.54238
H 3.51479 3.00064 1.02986
H -0.33240 4.09320 -2.97210
C 4.09069 -0.20608 3.61486
C -0.25071 3.94576 0.65383
C 2.54003 0.37976 -3.74807
H -2.99729 -4.52541 3.01807
C 3.44158 1.98835 0.62433
H -2.74941 2.06868 -0.06939
Si -1.51742 2.00000 -2.23913
C -2.95351 3.00097 3.11444
H 0.86867 -4.53916 0.08418
Mg 0.35561 0.51631 0.47441
H 0.36669 -2.07852 -2.14050
N -0.12306 1.37753 -1.42108
H -3.54945 -1.43426 -0.52204
H -0.63460 -2.69718 -4.29495
H 2.62640 1.96827 -0.09348
H -0.01038 3.36861 -0.23931
H -1.46837 1.69127 -4.72217
C -0.71230 -2.04408 -2.24702
H -2.62389 4.67160 1.79899
C 2.83048 -0.53035 -1.56803
H 3.00037 -1.43375 0.37268
H 0.12619 -1.71098 0.18448
H 0.80359 1.59178 -4.02183
*
```

max |F|	1.41	eV/Å
gap between HOMO and LUMO	5.45	eV
ΔE to the lowest compared entry with this formula, charge and spin	0.0	kcal/mol
HOMO	-5.57	eV

[6]
The following is a quantum chemistry calculation of a cluster of 2 separate species, C23H15Cl3N2O2P in total in a non-equilibrium geometry, from the Open Molecules 2025 dataset.

Geometry as ORCA input:
```
! wB97M-V def2-TZVPD RIJCOSX def2/J DEFGRID3
* xyz -1 1
C 3.65830 4.32167 1.46874
H -4.62195 -2.08576 1.62249
C -4.68953 -2.30071 0.54821
C 0.06983 -4.66156 -0.56874
Cl 2.59101 4.44507 4.00035
H 0.00012 -5.73003 -0.36023
H -1.65893 -4.17617 0.63648
C 0.26551 -1.94484 -1.07577
H 6.27334 6.41532 1.04306
C -5.80831 -2.95685 0.01424
H -4.81279 -3.16632 -3.24101
O 2.39814 2.35440 -1.29811
C 2.87145 2.59939 -0.19810
C -4.80259 -2.90070 -2.18353
H 1.97244 -2.42303 -2.27791
C -0.79326 -2.40374 -0.28878
C 5.56604 5.62980 0.85420
C 4.63622 5.26946 1.80955
N -3.20290 2.17610 1.06190
O -2.01749 -1.23595 1.93450
P -2.06272 -1.35160 0.45532
C -1.85222 0.31180 -0.27850
C -3.68056 -2.25798 -1.65072
H 1.30483 2.17887 2.75724
H 0.39292 -0.87924 -1.23749
H -6.61067 -3.27483 0.68387
C -0.86839 -3.78135 -0.01256
H -2.09191 0.28609 -1.33499
Cl -0.24040 0.96447 -0.02968
C -3.61619 -1.95632 -0.28234
C 2.11243 2.53484 2.12096
C 1.18516 -2.82211 -1.64368
H 6.21012 5.38671 -1.22960
H -6.69157 -3.85898 -1.74379
H 4.65971 5.63969 2.82878
C 2.74393 1.83934 1.09868
C 5.52107 5.04230 -0.43370
C 3.70978 3.77234 0.15026
C -5.85928 -3.27695 -1.34613
C 2.74724 3.75000 2.43722
H 1.81761 -4.86699 -1.82955
C -2.74460 1.27506 0.44796
N 4.62331 4.11264 -0.76240
H -2.83058 -2.03427 -2.30645
Cl 3.13863 0.22981 1.03749
C 1.08769 -4.18888 -1.39776
*
```

max |F|	4.16	eV/Å
gap between HOMO and LUMO	4.85	eV
ΔE to the lowest compared entry with this formula, charge and spin	9.2	kcal/mol
HOMO	-2.77	eV